1.
The following is a DFT calculation (wB97M-V/def2-TZVPD) of a structure of composition C38H40MgN9O3 at a distorted geometry.

- LUMO (Eh) = -0.2970
- molar mass (g/mol) = 695.1
- gap between HOMO and LUMO (eV) = 1.4
- E_HOMO (Eh) = -0.3490
- E_tot (a.u.) = -2389.91358

Geometry as ORCA input:
```
! wB97M-V def2-TZVPD RIJCOSX def2/J DEFGRID3
* xyz 1 1
Mg -18.56091 6.88443 0.59602
N -19.30300 6.01527 5.49729
O -20.39083 5.49586 5.67246
O -19.04887 6.17851 4.29442
O -18.53823 6.43668 6.41108
N -25.46323 2.96725 6.00161
C -26.24610 2.60628 4.89734
C -27.44453 2.04780 5.37418
C -27.25661 1.99693 6.81614
C -26.12059 2.64587 7.13161
H -24.53847 3.37267 5.97784
H -25.84246 2.75813 3.90718
H -28.34030 1.82494 4.81354
H -27.99656 1.68712 7.53925
H -25.57063 2.96848 8.00332
N -14.98996 10.39092 7.23823
C -13.78790 10.05362 6.70567
C -12.99996 11.23105 6.41298
C -13.65437 12.22579 7.11668
C -15.01564 11.77027 7.40122
H -15.83554 9.83875 7.25233
H -13.53291 9.03416 6.45650
H -12.00611 11.23551 5.99031
H -13.21372 13.20865 7.19552
H -15.89367 12.24915 7.80883
N -22.49460 6.16766 0.22074
C -22.93891 5.50200 -0.88860
C -24.28213 5.34093 -1.19362
C -25.22663 5.95510 -0.34688
C -24.82587 6.65084 0.76708
C -23.45669 6.67510 1.01710
H -22.18101 5.10944 -1.55033
H -24.57168 4.87952 -2.12617
H -26.29231 5.98599 -0.51946
H -25.48479 7.08349 1.50533
H -23.10634 7.26468 1.85139
N -14.98959 -1.39173 6.68898
C -13.67212 -1.15312 6.87927
C -13.05549 0.06244 6.55264
C -13.88063 1.11027 6.13358
C -15.25463 0.94184 6.04293
C -15.75386 -0.33100 6.39082
H -13.12643 -1.97786 7.31335
H -11.97980 0.02818 6.64279
H -13.44889 2.04045 5.79481
H -15.92636 1.69874 5.66573
H -16.80877 -0.55289 6.32505
N -19.29147 10.65926 1.38203
C -20.20365 11.40283 0.60530
C -20.54698 12.72563 0.86758
C -19.85193 13.36693 1.89144
C -18.96203 12.62103 2.68039
C -18.74534 11.29937 2.44949
H -20.70146 10.96982 -0.24973
H -21.21369 13.36746 0.31085
H -19.99337 14.41709 2.10012
H -18.48787 13.08320 3.53361
H -18.06905 10.77808 3.11077
N -23.76580 5.52890 12.61108
C -22.98145 5.86447 11.57776
C -21.65327 5.54677 11.49778
C -21.06174 4.86791 12.58311
C -21.83831 4.55447 13.70373
C -23.19967 4.76467 13.59613
H -23.49870 6.42075 10.81003
H -21.02137 5.74517 10.64471
H -20.02162 4.57807 12.55962
H -21.38456 3.86574 14.40098
H -23.77001 4.35611 14.41720
N -18.06123 2.84882 0.12860
C -17.48062 2.36741 -1.05859
C -17.41426 0.95554 -1.37987
C -17.89071 0.06048 -0.45676
C -18.41386 0.54467 0.78370
C -18.48513 1.90656 1.03106
H -17.00910 3.02885 -1.77032
H -16.84581 0.52764 -2.19238
H -17.83900 -1.00187 -0.64415
H -18.82212 -0.17144 1.48148
H -19.04296 2.20192 1.90742
N -22.55519 12.27989 6.21414
C -22.14760 11.57399 7.33052
C -21.64777 12.09305 8.45205
C -21.66414 13.49807 8.60605
C -22.09339 14.25094 7.55419
C -22.60502 13.64832 6.35361
H -22.27550 10.51045 7.19296
H -21.37952 11.50788 9.31924
H -21.43677 13.81117 9.61435
H -22.21983 15.30814 7.73511
H -23.04694 14.34262 5.65429
*
```

2.
The following is a DFT calculation (wB97M-V/def2-TZVPD) of a cluster of 2 separate species, C6H11ClN2 in total at a distorted geometry.

- LUMO (alpha / beta) (Eh) = 0.1178 / 0.1154
- molar mass (g/mol) = 146.6
- gap between HOMO and LUMO (alpha / beta) (eV) = 4.5 / 6.7
- E_HOMO (alpha / beta) (Eh) = -0.0466 / -0.1310
- E_tot (a.u.) = -804.88368

Geometry as ORCA input:
```
! wB97M-V def2-TZVPD RIJCOSX def2/J DEFGRID3
* xyz -1 2
C -1.83825 1.76245 -0.39011
C -1.91615 0.27933 -0.43672
N -0.68799 -0.40538 -0.17424
C -0.50344 -1.76287 -0.22184
C 0.76372 -2.07436 0.24137
N 1.36007 -0.88388 0.65016
C 0.45048 0.15275 0.37427
C 2.69342 -0.65741 1.19683
H -2.76111 2.31758 -0.55821
H -1.25117 2.14438 -1.22531
H -1.51148 2.12390 0.58492
H -2.41737 0.02410 -1.37039
H -2.52493 0.15291 0.45854
H -1.31148 -2.42004 -0.50752
H 1.27821 -3.02066 0.32037
H 0.73223 1.15761 0.65227
H 3.29976 -0.08132 0.49785
H 3.15458 -1.63818 1.31317
H 2.66940 -0.16624 2.16959
Cl 0.32152 2.99533 -3.57499
*
```

3.
The following is a DFT calculation (wB97M-V/def2-TZVPD) of a cluster of 11 separate species, C122H72O22 in total at a distorted geometry.

- LUMO (Eh) = -0.0596
- molar mass (g/mol) = 1889.9
- SMILES string = O=C1c2ccccc2C(=O)c2ccccc21.O=C1c2ccccc2C(=O)c2ccccc21.O=C1c2ccccc2C(=O)c2ccccc21.O=C1c2ccccc2C(=O)c2ccccc21.O=C1c2ccccc2C(=O)c2ccccc21.O=C1c2ccccc2C(=O)c2ccccc21.O=C1c2ccccc2C(=O)c2ccccc21.O=C1C=CC(=O)C=C1.O=C1C=CC(=O)C=C1.O=C1C=CC(=O)C=C1.O=C1C=CC(=O)C=C1
- gap between HOMO and LUMO (eV) = 7.9
- E_HOMO (Eh) = -0.3491
- E_tot (a.u.) = -6347.42325

Geometry as ORCA input:
```
! wB97M-V def2-TZVPD RIJCOSX def2/J DEFGRID3
* xyz 0 1
O 7.29790 6.26842 0.68364
C 6.54283 5.30524 0.85516
C 5.07826 5.43197 0.83043
C 4.57007 6.76712 0.70877
C 3.19090 6.93102 0.73436
C 2.35409 5.80184 0.95417
C 2.87161 4.53716 1.26923
C 4.21997 4.38859 1.18817
C 4.82395 3.02671 1.46923
O 4.09394 2.11161 1.72895
C 6.23591 2.89244 1.63822
C 6.85870 1.72545 2.00415
C 8.18187 1.54489 1.89856
C 9.04399 2.52247 1.35175
C 8.50005 3.75246 1.08991
C 7.08791 3.99819 1.23836
H 5.25644 7.55250 0.52994
H 2.72608 7.90967 0.59100
H 1.27673 5.86371 0.79522
H 2.23943 3.65436 1.59569
H 6.30924 0.86290 2.42683
H 8.45389 0.47938 2.11944
H 10.10824 2.40413 1.12018
H 9.08013 4.57976 0.75398
O 0.23400 0.20727 -4.23051
C -0.83860 0.83155 -4.08942
C -0.76377 2.28071 -3.77933
C 0.43029 2.92697 -3.82793
C 0.45824 4.32764 -3.63725
C -0.68109 5.02434 -3.32966
C -1.88818 4.35793 -3.28977
C -1.89378 2.96501 -3.40345
C -3.17551 2.24748 -3.31777
O -4.18026 2.85021 -2.93828
C -3.27464 0.90803 -3.93870
C -4.57361 0.45454 -4.24328
C -4.66538 -0.84525 -4.80335
C -3.52297 -1.63549 -4.95339
C -2.26720 -1.08938 -4.73016
C -2.15114 0.19143 -4.25591
H 1.29465 2.36183 -3.88230
H 1.44327 4.82805 -3.65462
H -0.75312 6.06653 -3.11204
H -2.83775 4.77045 -3.02337
H -5.42924 1.12171 -4.01992
H -5.63339 -1.22665 -5.16360
H -3.60106 -2.61545 -5.45478
H -1.39049 -1.53337 -5.08160
O -3.43751 -5.13241 -5.12178
C -4.30583 -5.38265 -4.28779
C -4.19578 -4.78321 -2.88606
C -3.11163 -4.01953 -2.60983
C -2.91236 -3.45237 -1.38666
C -3.97742 -3.51747 -0.51739
C -5.17269 -4.17677 -0.76575
C -5.21833 -4.91995 -1.94201
C -6.36253 -5.79970 -2.17272
O -7.29034 -6.01239 -1.42615
C -6.43586 -6.50762 -3.49267
C -7.65713 -7.16585 -3.77427
C -7.70958 -7.91796 -4.97882
C -6.70470 -7.70771 -5.95244
C -5.72147 -6.82346 -5.69816
C -5.52529 -6.25738 -4.45610
H -2.47383 -3.86204 -3.44157
H -1.95110 -3.02972 -1.13448
H -3.75966 -2.98378 0.45022
H -5.98467 -4.42809 -0.11342
H -8.50596 -7.13456 -3.08043
H -8.47498 -8.63369 -5.22879
H -6.80385 -8.22857 -6.86480
H -4.97699 -6.75155 -6.46212
O -3.71249 -2.19513 3.92545
C -3.37360 -3.18338 3.32871
C -4.31111 -4.29087 3.15421
C -5.61618 -4.07964 3.55088
C -6.52513 -5.08416 3.45443
C -6.23541 -6.24965 2.73526
C -4.91851 -6.42404 2.26525
C -3.97700 -5.44938 2.47606
C -2.62580 -5.58904 1.87263
O -2.26086 -6.62688 1.36836
C -1.65893 -4.47251 2.00522
C -0.39746 -4.60181 1.50183
C 0.47215 -3.56434 1.47502
C 0.05662 -2.33197 2.01215
C -1.17194 -2.15160 2.67454
C -2.00871 -3.29399 2.72270
H -5.96895 -3.21535 4.05387
H -7.46934 -4.96572 3.93960
H -7.02642 -7.00500 2.61987
H -4.71167 -7.37487 1.77117
H -0.15368 -5.56038 1.03717
H 1.42264 -3.63770 1.02789
H 0.65872 -1.45911 2.04473
H -1.41137 -1.16821 3.16953
O 7.07093 -1.23893 1.02610
C 7.85159 -1.71963 0.19620
C 9.13437 -2.38603 0.47448
C 9.40476 -2.68917 1.79178
C 10.51434 -3.41938 2.14563
C 11.30593 -3.91878 1.08530
C 11.03883 -3.63617 -0.23578
C 9.92885 -2.88979 -0.52737
C 9.54884 -2.75804 -1.95528
O 10.20267 -3.45845 -2.79457
C 8.28262 -2.09655 -2.27391
C 7.83834 -2.10013 -3.56971
C 6.65995 -1.45192 -3.94558
C 5.93844 -0.94488 -2.93279
C 6.31533 -0.94185 -1.59925
C 7.54521 -1.51018 -1.22660
H 8.73718 -2.41743 2.58146
H 10.72666 -3.69385 3.17534
H 12.15324 -4.52329 1.32410
H 11.63416 -4.10448 -1.06161
H 8.47754 -2.66108 -4.28865
H 6.25840 -1.40419 -4.96819
H 5.04708 -0.42909 -3.19499
H 5.58449 -0.54115 -0.92702
O -3.83984 6.08214 4.17605
C -3.17302 6.23795 3.20959
C -3.28958 5.20314 2.06717
C -4.17692 4.15580 2.19627
C -4.28946 3.18271 1.22553
C -3.39218 3.14227 0.18858
C -2.47660 4.16358 0.01630
C -2.36617 5.16584 0.96924
C -1.45743 6.29595 0.79895
O -0.82549 6.46296 -0.21076
C -1.27053 7.21650 1.97210
C -0.24877 8.17010 1.97882
C -0.11604 9.03754 3.01251
C -0.98413 9.03310 4.12568
C -1.94435 8.04493 4.20412
C -2.08791 7.23248 3.11117
H -4.94531 4.23740 2.93701
H -5.02456 2.40695 1.34047
H -3.70632 2.49781 -0.64368
H -1.65119 4.12168 -0.68611
H 0.27372 8.30312 1.06489
H 0.65654 9.77987 2.95479
H -0.79231 9.72730 4.84848
H -2.66930 7.99437 4.97829
O -7.49176 -1.66788 -2.47686
C -7.42167 -1.77022 -1.24738
C -8.50801 -2.47591 -0.48659
C -9.53583 -3.18378 -1.05346
C -10.64127 -3.63685 -0.41382
C -10.73293 -3.34459 0.95084
C -9.72246 -2.68693 1.55616
C -8.53550 -2.28644 0.88104
C -7.46620 -1.66544 1.71724
O -7.50299 -1.67280 2.92794
C -6.31554 -1.17207 0.97491
C -5.16554 -0.70896 1.65347
C -4.04836 -0.28180 0.96515
C -4.08897 -0.23384 -0.46832
C -5.23027 -0.59633 -1.15244
C -6.29888 -1.14738 -0.42788
H -9.44334 -3.24693 -2.13382
H -11.46531 -4.04817 -0.95106
H -11.62416 -3.64956 1.51083
H -9.83874 -2.51005 2.61650
H -5.22895 -0.64174 2.78307
H -3.18583 0.11086 1.50190
H -3.25238 0.19849 -1.01080
H -5.35495 -0.44963 -2.20807
O 4.08293 -2.72966 0.54904
C 4.23807 -2.44974 1.69491
C 4.17564 -0.96822 2.08094
C 4.41356 -0.58577 3.33281
C 4.42004 -1.67862 4.37794
O 4.36963 -1.35209 5.55006
C 4.62438 -3.13658 3.98109
C 4.68320 -3.45660 2.72262
H 3.98993 -0.29646 1.23457
H 4.29332 0.40813 3.72983
H 4.78151 -3.74686 4.83955
H 4.89469 -4.49169 2.38759
O -1.02749 0.05092 6.72966
C -0.79559 0.63896 5.68908
C -1.92752 1.15358 4.94528
C -1.83600 1.68603 3.72230
C -0.50135 1.91328 3.13140
O -0.43344 2.56529 2.11458
C 0.64978 1.45612 3.87620
C 0.61275 0.81244 5.04258
H -2.88587 0.98298 5.43518
H -2.61886 2.01594 3.10454
H 1.56703 1.59146 3.32620
H 1.41237 0.28963 5.51383
O 4.32632 5.14787 -3.01386
C 5.39098 4.74731 -2.73533
C 5.51571 3.38519 -2.37351
C 6.67845 2.87429 -1.92148
C 7.92928 3.73624 -2.00686
O 9.09893 3.39387 -1.86480
C 7.71706 5.21935 -2.28773
C 6.55971 5.69436 -2.73801
H 4.56939 2.94413 -2.46954
H 6.72868 1.76637 -1.67301
H 8.59114 5.88616 -2.30386
H 6.33817 6.70433 -2.92351
O -1.25145 0.72998 -0.24904
C -0.10883 0.74246 -0.67263
C 0.68524 2.02186 -0.65675
C 1.97659 1.92262 -0.86940
C 2.55649 0.63757 -1.22520
O 3.74038 0.69100 -1.47672
C 1.77900 -0.64196 -1.27425
C 0.43361 -0.52232 -1.19477
H 0.17765 2.82194 -0.16807
H 2.84291 2.64412 -0.77168
H 2.37455 -1.56335 -1.45998
H -0.28281 -1.33378 -1.18237
*
```

4.
The following is a DFT calculation (wB97M-V/def2-TZVPD) of a cluster of 2 separate species, C3H4ClFN2 in total at a distorted geometry.

- LUMO (alpha / beta) (Eh) = -0.0130 / -0.0493
- molar mass (g/mol) = 122.5
- gap between HOMO and LUMO (alpha / beta) (eV) = 8.8 / 7.1
- E_HOMO (alpha / beta) (Eh) = -0.3357 / -0.3115
- E_tot (a.u.) = -786.10931

Geometry as ORCA input:
```
! wB97M-V def2-TZVPD RIJCOSX def2/J DEFGRID3
* xyz 0 1
C 0.51479 1.52693 0.06659
C -1.50761 0.19477 0.39424
C 1.23168 -1.14780 -0.54011
N 1.63541 1.85034 0.23127
N -0.46555 0.89222 -0.34191
F 0.63390 -2.01449 0.26397
Cl 2.54882 -0.37847 0.06129
H -2.12450 -0.09957 -0.46442
H -1.19709 -0.65270 0.94834
H -2.01061 0.97209 0.97715
H 0.74074 -1.14330 -1.59642
*
```

5.
The following is a DFT calculation (wB97M-V/def2-TZVPD) of a structure of composition C17H23ClEuN2O4 at a distorted geometry.

- LUMO (alpha / beta) (Eh) = 0.1033 / 0.1033
- molar mass (g/mol) = 506.8
- gap between HOMO and LUMO (alpha / beta) (eV) = 7.6 / 7.6
- E_HOMO (alpha / beta) (Eh) = -0.1754 / -0.1755
- E_tot (a.u.) = -2242.82680

Geometry as ORCA input:
```
! wB97M-V def2-TZVPD RIJCOSX def2/J DEFGRID3
* xyz -1 7
Eu -0.31055 -0.31088 -0.26276
C 1.20945 -1.45418 1.75194
C -0.05385 -2.09858 1.78114
C -0.17515 -2.87608 0.59504
C 1.03095 -2.73548 -0.15246
C 1.88105 -1.85728 0.56884
C 3.32035 -1.53748 0.26054
C 1.42545 -3.58248 -1.33686
C -1.29325 -3.84888 0.31304
C -1.00795 -2.17138 2.94954
C 1.83435 -0.62118 2.84274
H 3.94125 -1.73818 1.13594
H 3.46125 -0.49038 -0.01426
H 3.68785 -2.15698 -0.55476
H 2.26165 -3.14078 -1.87376
H 0.60155 -3.70848 -2.03796
H 1.73065 -4.57498 -0.99826
H -1.13865 -4.78338 0.86194
H -1.34625 -4.08618 -0.74936
H -2.25405 -3.43268 0.62084
H -0.94295 -3.15148 3.43284
H -2.04315 -2.02638 2.63334
H -0.77255 -1.41408 3.69734
H 2.65285 -1.16808 3.32564
H 1.10295 -0.36668 3.60974
H 2.24225 0.31282 2.44894
C -2.96385 2.41692 -2.51476
C -1.92915 2.96432 -1.60896
N -1.03415 2.24422 -0.97106
C -0.26285 3.11572 -0.25556
C -0.70795 4.40692 -0.47176
N -1.76385 4.27912 -1.34066
C -0.29745 5.74362 0.02074
O 0.66655 5.78252 0.90384
O -0.86185 6.73652 -0.39726
C 0.87095 2.59542 0.57954
O 1.53875 3.41962 1.23464
O 1.06085 1.35972 0.53444
H -2.96735 1.33312 -2.42286
H -2.74215 2.68392 -3.54626
H -3.94715 2.80492 -2.25746
H -2.30635 5.06142 -1.67346
H 1.06675 4.84082 1.10504
Cl -2.67325 -0.09858 0.66424
C -0.42425 -0.62388 -2.77196
H -0.17225 0.27212 -3.36026
H -1.42965 -0.91068 -3.12546
H 0.23435 -1.40818 -3.17366
*
```

6.
The following is a DFT calculation (wB97M-V/def2-TZVPD) of a structure of composition C4H2LiO2Tl at a distorted geometry.

- LUMO (Eh) = -0.0228
- molar mass (g/mol) = 293.4
- gap between HOMO and LUMO (eV) = 6.9
- E_HOMO (Eh) = -0.2767
- E_tot (a.u.) = -483.96777

Geometry as ORCA input:
```
! wB97M-V def2-TZVPD RIJCOSX def2/J DEFGRID3
* xyz 0 1
C -0.59644 1.65351 -0.13678
C -0.61578 0.91868 -1.17927
O -0.11024 1.81640 0.97852
Li 0.98351 0.82582 2.12195
H -0.67112 1.03305 -2.25593
C 1.29371 -0.84920 0.26821
C 0.34986 -1.65283 0.62484
O -0.81524 -1.98147 0.31567
Tl -2.14701 -0.83433 -0.69972
H 2.32875 -0.92965 -0.03751
*
```